Record 1
105
Properties=species:S:1:pos:R:3:forces:R:3:mulliken_charge:R:1 method="wB97M-V/def2-TZVPD" charge=-1 spin_multiplicity=6 total_energy_ev=-353033.49480 homo_ev="-4.85 / -5.29" s2=8.76 gap_ev="6.952 / 7.396"
Mn 0.032 0.277 0.371 -0.08 -0.07 -0.29 2.075
N 1.728 -1.672 0.067 -0.04 0.02 0.07 -0.263
C 1.825 -2.639 1.085 -0.01 0.01 0.03 -0.127
C 1.787 -4.006 0.830 -0.01 -0.02 0.02 -0.528
C 1.886 -4.903 1.881 0.00 0.00 0.01 -0.721
C 2.038 -4.448 3.187 0.00 0.02 -0.01 -0.890
C 2.041 -3.085 3.445 0.00 -0.02 0.00 -0.352
C 1.906 -2.171 2.404 -0.01 -0.01 -0.08 -0.078
P 1.618 -0.385 2.560 0.00 0.04 0.00 2.326
C 3.243 0.367 2.200 0.00 -0.01 -0.02 -0.279
C 3.256 1.594 1.539 -0.01 0.00 -0.02 -0.105
C 4.461 2.205 1.218 0.00 0.01 0.00 -0.652
C 5.658 1.589 1.551 0.01 -0.01 0.01 -0.504
C 5.654 0.360 2.201 -0.01 0.01 -0.01 -0.697
C 4.451 -0.250 2.522 0.01 0.01 0.03 -0.252
C 1.406 -0.138 4.354 0.01 -0.02 -0.02 0.059
C 2.196 0.734 5.096 0.00 0.01 0.02 -0.857
C 1.899 0.987 6.431 0.01 0.01 -0.03 -0.610
C 0.817 0.368 7.035 -0.01 -0.01 0.01 -0.653
C 0.023 -0.506 6.301 0.00 0.00 0.01 -0.694
C 0.311 -0.751 4.969 0.01 -0.03 -0.02 -0.658
H 1.439 -2.005 -0.846 0.02 -0.02 0.00 -0.135
H 2.572 -1.127 -0.068 0.01 0.02 -0.01 0.245
H 1.683 -4.355 -0.191 0.00 0.01 0.02 0.564
H 1.855 -5.966 1.679 0.00 0.01 0.00 0.400
H 2.132 -5.154 4.002 0.00 0.01 -0.01 0.443
H 2.118 -2.731 4.466 0.00 0.00 0.00 0.454
H 2.321 2.067 1.254 0.01 -0.01 0.01 0.378
H 4.458 3.151 0.693 0.00 -0.01 0.01 0.466
H 6.599 2.059 1.291 -0.01 -0.01 0.00 0.367
H 6.589 -0.127 2.448 -0.01 0.00 0.00 0.392
H 4.445 -1.214 3.018 0.00 0.00 0.00 0.410
H 3.038 1.230 4.630 0.00 0.00 0.00 0.383
H 2.516 1.675 6.995 0.00 0.00 -0.01 0.418
H 0.585 0.569 8.074 0.00 0.00 -0.01 0.375
H -0.831 -0.986 6.762 0.00 0.00 -0.01 0.431
H -0.332 -1.407 4.391 0.01 0.00 0.01 0.684
Br 0.581 4.428 -2.307 0.04 0.03 -0.01 -0.155
C 0.231 4.529 -0.453 -0.03 -0.03 0.04 -0.140
C 0.121 5.782 0.158 0.00 -0.01 -0.04 -0.326
C -0.147 5.884 1.494 -0.01 0.00 0.04 -0.010
Br -0.279 7.615 2.277 0.01 -0.01 -0.02 -0.286
C -0.332 4.727 2.284 -0.01 0.01 0.02 0.930
C -0.627 4.732 3.666 0.00 0.02 -0.01 -1.088
C -0.799 3.550 4.323 0.00 -0.05 -0.01 -1.449
C -0.676 2.346 3.602 -0.05 0.02 0.07 -0.081
N -0.399 2.296 2.324 0.04 0.02 0.03 0.682
C -0.222 3.463 1.655 0.03 -0.03 -0.03 -0.142
C 0.080 3.331 0.246 -0.08 -0.03 -0.10 -0.594
O 0.189 2.181 -0.307 0.10 0.14 0.23 0.527
H 0.248 6.674 -0.440 0.00 -0.01 -0.01 0.447
H -0.719 5.676 4.186 0.00 0.00 -0.01 0.281
H -1.029 3.519 5.380 0.00 0.00 -0.01 0.490
H -0.816 1.401 4.114 0.00 0.02 -0.01 0.184
F 0.397 -3.283 -2.418 0.01 0.04 0.03 -0.649
C -0.930 -3.046 -2.524 -0.06 -0.05 0.03 0.335
C -1.375 -1.903 -3.162 0.12 -0.14 0.04 -0.410
C -2.746 -1.771 -3.264 -0.09 0.04 -0.06 0.994
F -3.296 -0.731 -3.907 0.01 0.00 0.01 -0.449
C -3.629 -2.692 -2.728 0.03 -0.05 0.02 0.113
F -4.948 -2.526 -2.852 -0.03 0.00 0.00 -0.414
C -3.139 -3.802 -2.066 0.03 0.02 -0.02 1.093
F -3.978 -4.696 -1.542 -0.01 -0.01 0.01 -0.391
C -1.772 -3.990 -1.969 -0.03 0.11 -0.05 -0.020
F -1.289 -5.069 -1.346 0.03 -0.05 0.04 -0.365
Ge 0.010 -0.603 -3.766 -0.09 0.17 -0.10 0.488
S 1.347 0.149 -2.325 0.13 -0.15 0.04 -0.740
C -0.956 0.964 -4.500 0.01 -0.06 0.08 -0.453
C -0.766 1.524 -5.744 0.02 0.03 -0.06 0.506
F -0.013 0.901 -6.670 0.02 0.03 -0.02 -0.304
C -1.314 2.742 -6.108 0.01 -0.01 0.05 -0.014
F -1.109 3.251 -7.329 0.00 0.02 -0.05 -0.331
C -2.074 3.443 -5.191 -0.01 -0.02 0.03 0.830
F -2.601 4.623 -5.521 -0.01 0.03 -0.02 -0.342
C -2.283 2.917 -3.927 -0.02 0.02 -0.03 -0.552
F -3.011 3.596 -3.039 0.00 -0.02 -0.02 -0.358
C -1.725 1.695 -3.610 -0.02 0.05 0.08 0.163
F -1.952 1.221 -2.378 0.00 -0.02 -0.08 -0.040
C 0.720 -1.642 -5.311 0.07 -0.01 0.02 0.106
C 2.015 -2.118 -5.430 -0.02 -0.03 -0.04 -0.123
F 2.939 -1.875 -4.499 -0.03 0.04 0.04 -0.298
C 2.422 -2.884 -6.512 -0.02 0.01 0.01 0.027
F 3.678 -3.336 -6.598 0.03 0.00 0.01 -0.312
C 1.522 -3.191 -7.513 0.00 0.01 0.02 0.687
F 1.908 -3.927 -8.556 0.01 -0.03 -0.05 -0.318
C 0.219 -2.738 -7.427 -0.01 0.01 0.03 0.034
F -0.655 -3.038 -8.394 -0.01 0.00 -0.01 -0.308
C -0.151 -1.982 -6.331 -0.03 0.01 -0.03 0.489
F -1.425 -1.560 -6.284 -0.01 -0.04 0.02 -0.384
C -3.056 -0.607 2.959 -0.02 -0.03 0.04 -0.492
Si -3.219 -0.380 1.090 -0.03 0.04 0.04 0.124
C -4.777 -1.325 0.592 -0.07 -0.02 -0.03 -1.080
C -3.547 1.431 0.711 -0.06 0.03 0.02 -0.599
C -1.702 -0.968 0.254 0.10 -0.02 0.07 0.682
H -3.969 -0.317 3.488 0.03 -0.01 -0.01 0.415
H -2.234 -0.006 3.350 0.02 0.01 0.00 -0.281
H -2.848 -1.656 3.194 -0.02 0.03 0.00 0.288
H -5.654 -0.990 1.155 0.03 -0.01 -0.02 0.315
H -4.659 -2.400 0.761 0.00 0.01 -0.01 0.254
H -4.994 -1.180 -0.472 0.00 -0.01 0.03 0.208
H -4.514 1.756 1.107 0.03 0.01 -0.02 0.525
H -3.552 1.594 -0.371 -0.01 0.01 0.03 0.086
H -2.772 2.076 1.132 0.00 -0.02 -0.01 -0.024
H -1.893 -0.994 -0.825 0.01 0.00 0.01 -1.396
H -1.477 -1.997 0.571 0.03 0.00 -0.01 0.599


Record 2
90
Properties=species:S:1:pos:R:3:forces:R:3:mulliken_charge:R:1 method="wB97M-V/def2-TZVPD" charge=-1 spin_multiplicity=8 total_energy_ev=-90455.09919 homo_ev="-3.18 / -3.78" s2=15.76 gap_ev="4.627 / 5.206"
Eu 12.334 12.429 10.631 -0.19 0.00 0.11 0.971
C 6.832 16.768 6.852 0.42 0.17 0.14 -0.438
C 8.103 16.564 6.318 0.34 -0.28 0.74 -0.696
C 9.131 15.985 7.114 -1.70 0.75 -0.38 -0.330
C 8.876 15.719 8.459 -0.76 0.25 1.35 -0.074
C 7.656 16.163 9.043 -0.22 -0.41 -1.36 -0.586
C 6.609 16.567 8.211 -0.45 -0.20 0.89 -0.612
C 9.826 15.001 9.352 0.21 -1.00 0.87 0.940
C 11.136 15.443 9.344 3.33 0.53 0.01 0.146
C 11.578 16.781 9.018 1.66 0.38 -0.01 -1.066
C 12.953 16.842 9.189 -0.49 -0.97 -0.20 -1.202
C 13.402 15.512 9.594 -1.19 -0.28 -0.14 -0.561
C 14.767 15.021 9.772 -0.07 0.00 -0.74 1.244
C 15.829 15.714 8.948 0.05 -1.05 0.41 0.326
C 15.592 16.017 7.604 -0.61 0.63 1.02 -0.388
C 16.576 16.643 6.856 0.43 -0.04 -0.73 -0.532
C 17.821 17.006 7.358 -1.01 -1.51 1.26 -0.716
C 18.018 16.634 8.719 1.80 1.03 -0.94 -0.520
C 17.128 15.937 9.478 -2.09 0.32 -1.11 -0.860
C 15.130 13.907 10.547 -0.11 0.45 1.05 0.634
N 14.274 13.460 11.574 2.73 -0.50 0.89 -0.351
C 15.061 12.678 12.439 -1.77 0.38 -1.32 0.088
C 14.610 12.217 13.742 0.30 -0.22 -2.02 0.598
C 15.662 11.823 14.690 0.47 -0.18 0.40 0.124
C 16.790 12.644 14.744 0.90 0.14 1.06 -0.491
C 17.821 12.414 15.675 -0.27 -1.66 0.16 -0.724
C 17.787 11.287 16.544 -1.72 1.07 -1.35 -0.551
C 16.616 10.491 16.503 1.03 -0.59 0.96 -0.489
C 15.630 10.700 15.561 -1.10 0.02 -0.89 -0.333
C 13.254 12.119 14.057 -0.49 1.11 0.32 0.554
C 12.769 11.893 15.418 -1.72 -1.22 0.16 -1.682
C 11.405 11.701 15.308 1.18 0.42 1.14 -0.568
C 11.067 12.057 13.941 -1.57 0.48 -0.84 0.339
N 12.190 12.332 13.202 0.64 -1.14 1.11 -0.129
C 9.731 12.247 13.468 2.19 0.04 -1.50 1.305
C 9.404 12.786 12.151 1.01 0.14 0.47 0.339
C 8.083 12.757 11.642 -0.74 0.90 -0.49 -1.170
C 8.044 13.572 10.540 0.76 -0.32 -0.64 -1.044
C 9.425 13.971 10.277 -0.99 1.01 0.42 0.257
N 10.230 13.501 11.296 -1.18 -0.66 0.31 -0.446
C 8.676 11.996 14.453 -0.37 -1.16 -0.81 -0.379
C 8.458 10.677 14.955 -0.45 1.85 0.65 -0.215
C 7.707 10.541 16.133 0.44 0.00 -0.94 -0.610
C 7.113 11.651 16.742 0.47 -0.90 -0.34 -0.478
C 7.235 12.861 16.115 -0.36 1.10 0.16 -0.661
C 7.943 13.061 14.927 -0.67 0.46 1.16 -0.266
C 16.332 12.426 11.784 1.38 1.18 -0.10 -0.830
C 16.461 13.252 10.689 -1.75 -0.65 1.22 -1.192
N 12.301 14.723 9.699 -0.82 0.45 0.10 0.205
H 6.042 17.170 6.236 -0.12 -0.09 -0.16 0.381
H 8.282 16.858 5.284 0.12 -0.28 0.20 0.368
H 10.075 15.787 6.660 0.55 -0.34 -0.03 0.587
H 7.482 16.113 10.111 0.21 -0.21 -0.09 0.707
H 5.589 16.644 8.670 1.03 0.37 -0.60 0.286
H 11.026 17.671 8.762 -0.48 -0.21 -0.08 0.469
H 13.612 17.670 9.005 -0.05 0.28 0.08 0.602
H 14.575 15.872 7.215 0.65 -0.20 -0.04 0.454
H 16.382 16.764 5.808 -0.11 0.28 -0.46 0.374
H 18.614 17.335 6.689 -0.20 0.32 0.47 0.350
H 18.944 16.939 9.195 0.23 -0.20 -0.07 0.339
H 17.323 15.596 10.463 0.32 0.15 0.74 0.668
H 16.880 13.496 14.071 -0.17 -0.14 0.27 0.452
H 18.704 13.028 15.706 0.09 0.32 -0.16 0.380
H 18.625 11.072 17.178 0.05 -0.05 0.39 0.418
H 16.485 9.670 17.254 0.27 0.61 -0.95 0.293
H 14.811 9.947 15.417 0.71 0.95 0.43 0.401
H 13.293 11.790 16.375 0.12 0.06 -0.78 0.471
H 10.753 11.389 16.156 0.43 0.58 -1.05 0.332
H 7.253 12.244 12.084 -0.24 -0.04 0.25 0.599
H 7.202 13.904 9.938 0.15 -0.53 0.19 0.629
H 8.882 9.864 14.380 0.16 -0.13 0.45 0.451
H 7.655 9.564 16.558 -0.35 -0.56 0.35 0.394
H 6.547 11.577 17.662 0.15 -0.14 0.01 0.394
H 6.826 13.713 16.646 -0.25 0.17 -0.33 0.313
H 7.900 14.078 14.495 0.64 -0.84 0.08 0.399
H 17.185 11.853 12.172 -0.69 0.09 -0.06 0.565
H 17.371 13.356 10.129 -0.16 0.04 -0.44 0.716
C 12.852 7.138 6.510 1.71 -0.27 0.99 -1.009
C 12.690 8.122 7.620 -0.42 3.40 -0.28 0.981
C 11.928 7.913 8.777 -1.10 -1.69 -0.22 -0.902
C 11.764 8.943 9.688 2.13 1.35 -1.13 -0.265
N 12.416 10.120 9.450 -2.13 -1.52 1.49 -0.252
C 13.036 10.313 8.295 1.89 1.41 -0.55 0.255
S 13.781 11.938 8.132 -0.56 -1.49 -0.45 -0.449
N 13.217 9.349 7.377 -0.37 -1.25 -0.05 -0.580
H 13.999 7.102 6.416 -1.79 -0.19 -0.62 0.256
H 12.302 7.373 5.573 0.60 -0.01 0.73 0.253
H 12.519 6.217 6.975 -0.07 -0.67 -0.63 0.330
H 11.384 6.940 8.822 0.49 0.87 0.45 0.197
H 11.274 8.928 10.649 -0.38 -0.47 -0.05 0.514